(1)
Molecular formula: C42H70AsCrN10OSSi
Method: DFT, ωB97M-V/def2-TZVPD

Properties
ΔE to the lowest compared entry with this formula, charge and spin (kJ/mol): 6.7
<S²>: 3.88
Largest force on an atom (eV/A): 0.4
Multiplicity: 4

The geometry in XYZ format:
```
127
Properties=species:S:1:pos:R:3:forces:R:3
Cr 1.515 -0.312 -0.112 0.4 0.0 0.0
C 2.090 -0.834 -5.590 0.0 0.1 0.0
N 2.256 -0.977 -4.152 -0.1 0.0 0.0
C 3.437 -1.686 -3.680 0.0 0.0 0.0
C 1.422 -0.364 -3.262 -0.1 0.0 0.0
N 1.826 0.224 -2.163 0.1 0.0 0.1
C 3.138 0.884 -2.197 0.1 0.0 -0.1
C 3.316 1.809 -0.969 0.0 -0.1 -0.1
N 2.101 1.862 -0.133 -0.1 0.1 0.0
C 1.149 2.756 -0.812 0.0 0.1 -0.1
C -0.125 3.126 -0.071 -0.1 0.0 0.0
N -0.787 1.975 0.506 0.0 -0.1 -0.1
C -1.558 2.161 1.516 0.1 0.0 -0.1
N -2.036 1.097 2.249 0.1 -0.1 0.1
C -1.567 -0.229 1.885 0.0 0.0 0.0
C -3.430 1.160 2.679 -0.1 0.0 0.0
N -1.938 3.423 1.984 0.0 0.1 0.0
C -2.715 4.303 1.141 0.1 0.0 0.0
C -2.030 3.717 3.394 0.0 0.0 0.1
C 2.401 2.337 1.223 0.1 0.0 0.1
C 2.810 1.172 2.094 0.1 0.0 0.0
N 1.743 0.165 2.111 0.0 -0.1 0.1
C 1.397 -0.282 3.283 -0.1 0.2 0.0
N 0.866 -1.513 3.458 0.2 -0.1 0.2
C -0.048 -1.822 4.534 0.0 0.0 0.0
C 1.219 -2.620 2.597 0.1 0.0 0.0
N 1.513 0.472 4.444 -0.1 0.0 0.0
C 2.057 -0.075 5.663 0.0 0.0 0.0
C 1.085 1.848 4.495 0.0 0.0 0.0
N 0.104 -0.301 -3.603 0.0 0.0 0.0
C -0.728 0.745 -3.047 0.0 0.0 0.1
C -0.632 -1.392 -4.205 0.0 0.0 -0.2
H 2.858 -1.430 -6.077 0.0 0.0 0.0
H 2.220 0.207 -5.900 0.0 0.0 0.0
H 1.124 -1.179 -5.952 0.0 0.0 0.0
H 3.452 -2.682 -4.128 0.0 0.0 0.0
H 3.401 -1.791 -2.593 0.0 0.0 0.0
H 4.357 -1.165 -3.959 0.0 0.0 0.0
H 3.232 1.464 -3.124 -0.1 0.0 0.0
H 3.951 0.161 -2.143 0.0 0.0 0.0
H 3.567 2.831 -1.285 0.1 0.0 0.0
H 4.125 1.413 -0.359 -0.1 0.0 0.0
H 0.887 2.258 -1.736 0.1 0.0 0.0
H 1.667 3.691 -1.081 -0.1 0.0 0.1
H -0.758 3.583 -0.845 0.0 0.1 0.0
H 0.051 3.919 0.669 0.0 -0.1 0.0
H -0.498 -0.212 1.704 -0.1 0.0 0.0
H -2.039 -0.603 0.973 0.1 0.0 0.0
H -1.790 -0.914 2.704 0.0 0.0 0.0
H -3.573 1.822 3.533 0.0 -0.1 -0.1
H -3.737 0.162 2.987 0.0 0.0 0.0
H -4.097 1.473 1.869 0.0 0.0 0.1
H -2.590 4.040 0.095 0.0 0.0 0.0
H -2.397 5.340 1.280 0.0 0.0 0.0
H -3.785 4.235 1.375 0.0 0.0 0.0
H -1.485 2.971 3.968 0.0 0.0 0.0
H -3.066 3.750 3.755 0.0 0.0 0.0
H -1.585 4.698 3.588 0.0 0.0 0.0
H 1.494 2.780 1.631 0.0 0.0 0.0
H 3.175 3.117 1.201 0.0 0.0 0.0
H 3.071 1.531 3.091 0.0 0.0 0.0
H 3.686 0.671 1.667 0.0 0.1 0.0
H -0.458 -0.909 4.961 0.0 0.0 0.0
H 0.430 -2.403 5.329 0.0 0.0 0.0
H -0.871 -2.421 4.136 0.0 0.0 0.0
H 2.021 -2.327 1.917 0.0 0.0 0.0
H 0.354 -2.937 2.018 0.0 0.0 -0.1
H 1.552 -3.459 3.217 0.0 0.0 0.0
H 2.414 -1.086 5.487 0.0 0.0 0.0
H 1.318 -0.099 6.473 0.0 0.0 0.0
H 2.906 0.530 5.997 0.0 0.0 0.0
H 0.694 2.140 3.523 0.0 0.0 0.0
H 1.903 2.525 4.765 0.0 0.0 0.0
H 0.287 1.967 5.238 0.0 0.0 0.0
H -0.198 1.692 -3.071 0.0 0.0 0.0
H -1.046 0.533 -2.021 0.0 0.1 0.0
H -1.610 0.840 -3.682 0.0 0.0 0.0
H -1.373 -1.773 -3.498 0.0 0.0 0.0
H 0.037 -2.206 -4.465 0.0 0.1 0.0
H -1.160 -1.049 -5.101 0.0 0.0 0.0
C 1.872 -4.465 -0.022 -0.1 0.1 0.0
Si 0.436 -3.445 -0.689 0.0 -0.1 -0.1
C -1.149 -4.195 0.022 0.1 0.0 0.0
C 0.384 -3.920 -2.518 0.0 0.0 0.1
O 0.449 -1.838 -0.456 -0.2 0.0 0.2
H 1.820 -5.452 -0.490 0.0 0.0 0.0
H 1.844 -4.622 1.054 0.0 0.0 0.1
H 2.826 -3.999 -0.267 0.0 0.0 0.0
H -1.303 -5.182 -0.422 0.0 -0.1 0.0
H -2.029 -3.593 -0.206 0.0 0.0 0.0
H -1.115 -4.334 1.104 0.0 0.0 0.1
H 0.436 -5.008 -2.591 0.0 -0.1 0.0
H 1.228 -3.509 -3.077 0.0 0.0 0.0
H -0.544 -3.609 -2.996 0.0 -0.1 0.0
S 3.542 -1.273 0.024 -0.1 0.0 0.0
C -6.387 2.721 -0.017 0.0 0.0 0.0
C -5.233 2.934 -0.756 0.0 0.0 0.0
C -4.388 1.872 -1.043 0.0 0.0 0.0
C -4.704 0.582 -0.623 0.0 0.0 -0.1
C -5.863 0.376 0.118 -0.1 -0.1 -0.1
C -6.697 1.442 0.424 0.0 0.0 0.0
As -3.446 -0.837 -1.105 -0.2 0.0 -0.2
C -4.314 -2.386 -0.329 0.0 0.0 0.0
C -4.327 -2.761 1.005 0.0 0.0 0.1
C -4.878 -3.980 1.373 0.0 0.0 0.0
C -5.391 -4.832 0.402 0.0 0.0 0.0
C -5.377 -4.464 -0.933 0.0 0.0 0.0
C -4.848 -3.233 -1.308 0.0 0.0 0.1
C -4.813 -2.691 -2.677 0.0 0.1 -0.1
C -5.332 -3.305 -3.813 0.0 0.0 0.0
C -5.310 -2.639 -5.028 0.0 0.0 0.0
C -4.781 -1.357 -5.120 0.0 0.0 0.0
C -4.240 -0.748 -3.996 0.0 0.0 0.0
C -4.247 -1.415 -2.782 -0.1 0.0 0.0
H -7.045 3.549 0.214 0.0 0.0 0.0
H -4.986 3.930 -1.100 0.0 0.0 0.0
H -3.467 2.048 -1.589 0.0 0.0 0.0
H -6.120 -0.621 0.452 0.0 0.0 0.0
H -7.596 1.271 1.002 0.0 0.0 0.0
H -3.900 -2.111 1.763 0.0 0.0 0.0
H -4.895 -4.274 2.414 0.0 0.0 0.0
H -5.803 -5.790 0.691 0.0 0.0 0.0
H -5.780 -5.137 -1.678 0.0 0.0 0.0
H -5.761 -4.297 -3.754 0.0 0.0 0.0
H -5.716 -3.117 -5.909 0.0 0.0 0.0
H -4.789 -0.836 -6.068 0.0 0.0 0.0
H -3.824 0.250 -4.072 0.0 0.0 0.0
```
Forces are in eV/Å.

Mulliken population analysis, charges in e, atoms 1 to 99: atom 1 (Cr): 1.7756, atom 2 (C): -1.1448, atom 3 (N): 0.5189, atom 4 (C): -1.3942, atom 5 (C): -0.6685, atom 6 (N): 0.9356, atom 7 (C): -0.8861, atom 8 (C): -1.8122, atom 9 (N): 1.3506, atom 10 (C): -1.1323, atom 11 (C): -1.4226, atom 12 (N): 0.9260, atom 13 (C): -1.1950, atom 14 (N): 1.0460, atom 15 (C): 0.1701, atom 16 (C): -1.1891, atom 17 (N): 0.8343, atom 18 (C): -1.0603, atom 19 (C): -1.5810, atom 20 (C): -0.4441, atom 21 (C): -1.8029, atom 22 (N): 0.9830, atom 23 (C): -0.3350, atom 24 (N): 0.7394, atom 25 (C): -1.3389, atom 26 (C): -1.2448, atom 27 (N): 0.5227, atom 28 (C): -1.3048, atom 29 (C): -0.8363, atom 30 (N): 0.2777, atom 31 (C): -1.0179, atom 32 (C): -0.6080, atom 33 (H): 0.4024, atom 34 (H): 0.3231, atom 35 (H): 0.3409, atom 36 (H): 0.4790, atom 37 (H): 0.2388, atom 38 (H): 0.4000, atom 39 (H): 0.5831, atom 40 (H): 0.3858, atom 41 (H): 0.3901, atom 42 (H): 0.5445, atom 43 (H): 0.3149, atom 44 (H): 0.2277, atom 45 (H): 0.3524, atom 46 (H): 0.3105, atom 47 (H): -1.3289, atom 48 (H): -0.5388, atom 49 (H): 0.5185, atom 50 (H): 0.4276, atom 51 (H): 0.4263, atom 52 (H): 0.1691, atom 53 (H): 0.1952, atom 54 (H): 0.3292, atom 55 (H): 0.3463, atom 56 (H): 0.5177, atom 57 (H): 0.4247, atom 58 (H): 0.2685, atom 59 (H): -0.0577, atom 60 (H): 0.3354, atom 61 (H): 0.4967, atom 62 (H): 0.4612, atom 63 (H): 0.3569, atom 64 (H): 0.2628, atom 65 (H): 0.4227, atom 66 (H): 0.0904, atom 67 (H): 0.1632, atom 68 (H): 0.3728, atom 69 (H): 0.3789, atom 70 (H): 0.3462, atom 71 (H): 0.3480, atom 72 (H): -0.0426, atom 73 (H): 0.2660, atom 74 (H): 0.3508, atom 75 (H): 0.7101, atom 76 (H): -0.2055, atom 77 (H): 0.6536, atom 78 (H): -0.5537, atom 79 (H): 0.8025, atom 80 (H): 0.2200, atom 81 (C): -1.3257, atom 82 (Si): 0.5771, atom 83 (C): -0.5452, atom 84 (C): -1.2124, atom 85 (O): -0.7250, atom 86 (H): 0.5225, atom 87 (H): 0.3393, atom 88 (H): 0.2991, atom 89 (H): 0.5035, atom 90 (H): -0.3506, atom 91 (H): 0.3678, atom 92 (H): 0.6395, atom 93 (H): 0.0295, atom 94 (H): 0.2236, atom 95 (S): -0.4869, atom 96 (C): -0.6224, atom 97 (C): -0.7757, atom 98 (C): 0.1548, atom 99 (C): 0.3847

***

(2)
Molecular formula: C5H5NO
Method: DFT, ωB97M-V/def2-TZVPD

Properties
ΔE to the lowest compared entry with this formula, charge and spin (kJ/mol): 291.2
Structure (SMILES): N#CCC=O.C#C
Largest force on an atom (eV/A): 1.3

The geometry in XYZ format:
```
12
Properties=species:S:1:pos:R:3:forces:R:3
O 0.203 -1.743 -1.433 0.0 0.9 -0.1
C 0.381 -0.551 -1.335 0.0 -0.7 0.1
C -0.731 0.406 -0.920 0.0 -0.1 -0.1
C 0.401 -1.197 1.528 0.0 0.4 0.5
C 0.470 -0.291 2.315 0.0 -0.5 -0.3
C -0.279 1.679 -0.354 0.2 1.0 0.2
N 0.026 2.727 0.028 -0.2 -1.2 -0.3
H 0.321 -1.949 0.777 0.0 -0.1 0.3
H 1.364 -0.106 -1.557 0.0 0.1 -0.1
H -1.263 0.623 -1.852 -0.1 0.1 0.1
H -1.429 -0.086 -0.234 0.2 0.0 -0.2
H 0.536 0.489 3.036 0.0 0.0 0.0
```
Forces are in eV/Å.

Mulliken charges, unit e, in atom order: atom 1 (O): -0.4718, atom 2 (C): -0.1235, atom 3 (C): -0.2606, atom 4 (C): -0.4325, atom 5 (C): -0.4779, atom 6 (C): 0.2006, atom 7 (N): -0.4001, atom 8 (H): 0.5642, atom 9 (H): 0.3803, atom 10 (H): 0.3382, atom 11 (H): 0.2985, atom 12 (H): 0.3847

***

(3)
Molecular formula: C21H25MnN2O5
Method: DFT, ωB97M-V/def2-TZVPD

Properties
Charge: +2
ΔE to the lowest compared entry with this formula, charge and spin (kJ/mol): 0.0
<S²>: 6.18
Largest force on an atom (eV/A): 4.9
Multiplicity: 5

The geometry in XYZ format:
```
54
Properties=species:S:1:pos:R:3:forces:R:3
Mn -0.938 1.931 -0.545 0.3 -1.0 -0.7
C -0.527 2.449 -3.674 1.3 -0.6 -0.6
O -1.337 2.536 -2.501 -0.5 0.2 1.1
C -2.728 2.923 -2.714 -0.1 0.3 0.4
C -3.221 3.521 -1.392 0.2 -0.6 -0.8
O -2.835 2.522 -0.355 0.6 1.6 -0.2
C -3.746 1.544 0.156 -0.5 -0.6 1.6
C -3.462 0.198 -0.468 0.3 0.8 -1.7
O -2.019 0.102 -0.606 -1.1 0.1 -0.4
C -1.710 -1.145 -1.234 2.1 0.0 -0.3
H -0.284 3.432 -4.072 0.3 0.2 0.5
H -1.077 1.969 -4.463 -0.4 -0.6 -0.2
H 0.383 1.832 -3.443 -0.9 0.8 -0.1
H -3.334 2.034 -2.920 0.4 0.0 -0.2
H -2.816 3.633 -3.554 0.2 -0.2 0.4
H -4.305 3.599 -1.472 0.0 0.1 0.5
H -2.779 4.514 -1.174 -0.1 -0.8 0.3
H -4.757 1.842 -0.116 -0.1 0.1 0.4
H -3.585 1.472 1.285 -0.3 0.5 -1.5
H -3.922 0.126 -1.501 0.5 -0.1 1.1
H -3.813 -0.610 0.141 -0.3 -0.4 0.4
H -2.404 -1.394 -2.000 -0.7 0.0 -0.7
H -1.688 -1.886 -0.478 -0.2 -0.9 0.7
H -0.681 -1.119 -1.650 -0.7 0.3 0.2
O -1.425 0.960 3.036 -0.7 0.4 0.2
C -0.497 0.683 2.350 -0.2 0.2 0.5
N 0.467 -0.232 2.545 0.3 -0.4 0.6
C 1.296 -0.477 1.385 0.2 -2.0 -1.0
C 0.758 0.614 0.458 -0.7 0.0 3.2
O 0.777 0.931 -0.739 0.6 0.3 -2.7
N -0.155 1.335 1.116 -0.3 0.6 -0.1
C 0.943 -1.879 0.712 1.0 0.9 -0.1
C 1.581 -2.233 -0.482 0.4 1.8 -0.5
C 1.409 -3.460 -1.053 0.0 -1.1 -1.7
C 0.660 -4.441 -0.389 -0.1 0.0 -0.2
C -0.012 -4.066 0.752 -0.7 -0.6 1.3
C 0.117 -2.801 1.309 0.2 0.9 0.0
C 2.760 -0.394 1.751 0.7 1.0 -0.1
C 3.374 0.885 1.825 0.1 -1.3 0.1
C 4.712 0.978 2.146 0.7 1.5 0.2
C 5.428 -0.145 2.560 3.0 2.3 -0.1
C 4.807 -1.305 2.599 -1.9 -4.5 -0.2
C 3.498 -1.497 2.118 0.0 1.1 0.4
H 0.699 -0.556 3.499 -0.1 0.2 -1.0
H 2.171 -1.471 -1.040 -0.3 -0.6 0.6
H 1.794 -3.645 -2.101 -0.2 0.1 1.6
H 0.578 -5.472 -0.749 0.0 0.5 -0.1
H -0.642 -4.750 1.333 0.3 0.0 -0.6
H -0.397 -2.458 2.192 -0.3 -0.5 0.3
H 2.776 1.752 1.672 -0.2 0.7 -0.3
H 5.252 1.957 2.130 -0.8 -0.9 0.0
H 6.543 -0.100 2.789 -1.8 0.2 -0.2
H 5.236 -2.265 2.910 0.5 0.7 0.0
H 3.074 -2.474 2.116 -0.2 -0.6 -0.1
```
Forces are in eV/Å.

Mulliken charges, unit e, in atom order: atom 1 (Mn): 0.3807, atom 2 (C): -0.8804, atom 3 (O): -0.2446, atom 4 (C): -0.3433, atom 5 (C): -0.5132, atom 6 (O): -0.3463, atom 7 (C): -0.5494, atom 8 (C): -0.5111, atom 9 (O): 0.2687, atom 10 (C): -1.0588, atom 11 (H): 0.3330, atom 12 (H): 0.3717, atom 13 (H): 0.2742, atom 14 (H): 0.2277, atom 15 (H): 0.4991, atom 16 (H): 0.4082, atom 17 (H): 0.3122, atom 18 (H): 0.4229, atom 19 (H): 0.3017, atom 20 (H): 0.3718, atom 21 (H): 0.4887, atom 22 (H): 0.5806, atom 23 (H): 0.3187, atom 24 (H): 0.2322, atom 25 (O): -0.5563, atom 26 (C): -0.0032, atom 27 (N): -0.1758, atom 28 (C): 3.3131, atom 29 (C): 0.0983, atom 30 (O): -0.6277, atom 31 (N): -0.3283, atom 32 (C): -0.5811, atom 33 (C): -0.0721, atom 34 (C): -0.6751, atom 35 (C): -0.5965, atom 36 (C): -0.7182, atom 37 (C): -0.2931, atom 38 (C): 0.1390, atom 39 (C): -0.5948, atom 40 (C): -0.8146, atom 41 (C): -0.4667, atom 42 (C): -0.7186, atom 43 (C): -0.2801, atom 44 (H): 0.3504, atom 45 (H): 0.4118, atom 46 (H): 0.3760, atom 47 (H): 0.4424, atom 48 (H): 0.4428, atom 49 (H): 0.4997, atom 50 (H): 0.4948, atom 51 (H): 0.3536, atom 52 (H): 0.3485, atom 53 (H): 0.3822, atom 54 (H): 0.5046